(1)
# C34H67BCl12O8S

A cluster of 7 separate species, C34H67BCl12O8S in total (ωB97M-V with the def2-TZVPD basis set, the Open Molecules 2025 dataset).

Element x y z (Å)
C  0.8008  -1.6747  5.1337
C  1.3850  -2.9608  4.5489
C  0.6830  -3.4324  3.2728
C  -0.8582  -3.5078  3.3816
C  -1.4902  -4.8053  2.8293
C  -2.2217  -4.5991  1.5051
C  -1.3064  -4.0779  0.3771
C  -1.7954  -2.7956  -0.3226
C  -2.2000  -2.9949  -1.7801
C  -2.6949  -1.6946  -2.4311
C  -1.5527  -0.8662  -3.0044
C  -1.9729  0.4876  -3.6006
C  -0.7841  1.0045  -4.4077
C  -0.7546  2.4057  -5.0316
C  -2.1043  2.8541  -5.6325
C  -2.3973  4.3688  -5.6523
C  0.3332  2.3558  -6.1204
C  0.7919  3.6844  -6.6945
O  1.7185  4.3138  -5.7999
C  1.8640  5.6524  -5.9930
O  0.9377  6.4103  -5.8851
C  3.2703  6.0734  -6.3045
C  3.7963  7.0939  -5.2761
O  -0.2026  3.3338  -4.0532
S  -1.0937  3.7204  -2.7450
O  -0.1057  4.3345  -1.8889
O  -1.2643  2.2124  -2.0527
C  -2.3789  1.4306  -2.4725
O  -3.4564  2.2696  -2.8627
B  -4.7100  1.9953  -2.3467
O  -4.8910  2.0011  -0.9878
O  -5.7472  1.6257  -3.1885
H  0.5682  -0.9588  4.3410
H  1.5230  -1.1972  5.7941
H  -0.0997  -1.8570  5.7173
H  2.4376  -2.7883  4.3147
H  1.3362  -3.7530  5.3006
H  1.0553  -4.4260  3.0171
H  0.9550  -2.7496  2.4639
H  -1.1429  -3.4018  4.4283
H  -1.2888  -2.6703  2.8294
H  -2.2202  -5.1704  3.5575
H  -0.7355  -5.5906  2.7397
H  -2.6988  -5.5327  1.1987
H  -3.0181  -3.8722  1.6853
H  -0.3153  -3.8862  0.7912
H  -1.1731  -4.8704  -0.3610
H  -2.6398  -2.3756  0.2319
H  -1.0108  -2.0338  -0.2789
H  -2.9529  -3.7809  -1.8580
H  -1.3102  -3.3266  -2.3249
H  -3.2367  -1.1354  -1.6619
H  -3.4203  -1.9149  -3.2186
H  -0.8105  -0.6629  -2.2248
H  -1.0581  -1.4589  -3.7768
H  -2.8400  0.3193  -4.2441
H  0.0956  0.9532  -3.7631
H  -0.6190  0.2771  -5.2065
H  -2.1038  2.5139  -6.6701
H  -2.9297  2.3369  -5.1530
H  -3.4240  4.5483  -5.3293
H  -1.7545  4.9453  -4.9961
H  -2.3212  4.7806  -6.6576
H  1.2143  1.8830  -5.6773
H  -0.0142  1.7193  -6.9331
H  1.3109  3.4954  -7.6399
H  -0.0360  4.3627  -6.9023
H  3.9049  5.1892  -6.3021
H  3.2834  6.4923  -7.3121
H  4.6450  7.6420  -5.6814
H  3.0060  7.7927  -5.0090
H  4.1182  6.5614  -4.3829
H  -2.6933  0.8775  -1.5876
H  -5.7609  2.3102  -0.7242
H  -5.9690  2.2681  -3.8672
Cl  -2.8940  -8.6905  0.2321
C  -2.3770  -9.1521  -1.4073
C  -1.3098  -8.2192  -1.9161
Cl  -1.9675  -6.5863  -2.1991
H  -3.2538  -9.1361  -2.0503
H  -1.9922  -10.1691  -1.3548
H  -0.9108  -8.5770  -2.8634
H  -0.4972  -8.1302  -1.1998
Cl  -5.9879  -7.5163  -0.7367
C  -6.7823  -8.3282  0.6324
C  -7.0491  -7.3755  1.7688
Cl  -5.5402  -6.8235  2.5420
H  -6.1367  -9.1441  0.9487
H  -7.7217  -8.7391  0.2666
H  -7.6380  -7.8767  2.5348
H  -7.5868  -6.4952  1.4272
Cl  1.3849  -0.8912  8.6786
C  2.5977  -1.7579  9.6575
C  3.8880  -1.9637  8.9099
Cl  3.7157  -3.1321  7.5686
H  2.1639  -2.7068  9.9622
H  2.7796  -1.1513  10.5419
H  4.6387  -2.3676  9.5876
H  4.2598  -1.0359  8.4945
Cl  6.2638  4.2360  0.3420
C  4.7968  4.9215  -0.4088
C  4.6172  4.4813  -1.8358
Cl  5.8455  5.1946  -2.9153
H  4.8585  6.0024  -0.3352
H  3.9497  4.5812  0.1844
H  3.6472  4.8250  -2.1954
H  4.6676  3.4008  -1.9377
Cl  4.3926  1.2149  9.6626
C  5.9168  1.4428  10.5620
C  7.1160  1.3676  9.6544
Cl  7.3550  -0.2782  9.0113
H  5.9600  0.6834  11.3381
H  5.8684  2.4232  11.0321
H  8.0134  1.6294  10.2118
H  7.0144  2.0417  8.8084
Cl  3.2057  7.0171  2.2116
C  1.7534  7.6979  1.4281
C  1.6097  7.2351  0.0025
Cl  2.8787  7.9128  -1.0528
H  1.8231  8.7806  1.4880
H  0.8933  7.3642  2.0053
H  0.6543  7.5635  -0.3994
H  1.6610  6.1531  -0.0692



(2)
# C32H34BF4NO2S

A cluster of 2 separate species, C32H34BF4NO2S in total at a distorted geometry (ωB97M-V with the def2-TZVPD basis set, the Open Molecules 2025 dataset).

Element x y z (Å)
F  -3.0300  -3.8797  -2.9085
C  -1.8713  -3.1363  -2.9897
C  -0.8332  -3.5985  -3.8076
C  0.3286  -2.8220  -3.8430
F  1.3445  -3.2182  -4.6883
C  0.4826  -1.6572  -3.1118
C  -0.6426  -1.1401  -2.4109
C  -0.7099  0.2308  -1.9748
C  -1.5662  1.1720  -2.6102
C  -1.3256  2.5836  -2.4876
C  -2.3485  3.4638  -2.8011
F  -2.1270  4.8075  -2.5884
C  -3.6006  3.0595  -3.2793
C  -3.7472  1.6889  -3.5448
F  -4.9570  1.2207  -4.0005
C  -2.7436  0.7559  -3.3144
C  -1.8045  -1.9469  -2.2793
H  -0.9013  -4.5265  -4.3702
H  1.4069  -1.0705  -3.1447
H  0.0803  0.6391  -1.3800
H  -0.3598  2.9273  -2.1127
H  -4.4117  3.7629  -3.4134
H  -2.8674  -0.2950  -3.5753
H  -2.6566  -1.5662  -1.7140
C  1.1896  0.9756  6.4737
C  1.1631  0.3688  5.1186
C  1.3132  -0.9657  4.7783
C  1.0830  -1.2233  3.3734
C  0.7013  -0.0760  2.7053
B  -0.0443  0.1144  1.2511
C  1.3499  0.0212  0.3592
C  1.8575  1.1051  -0.3790
C  3.0475  1.0081  -1.1005
C  3.8242  -0.1794  -1.0496
N  5.0805  -0.2325  -1.5996
C  5.9412  -1.3897  -1.4035
C  5.7022  0.9559  -2.1737
C  3.2382  -1.3061  -0.3992
C  2.0014  -1.2070  0.2433
O  -0.9554  -0.9915  1.2292
C  -2.1453  -0.5357  1.8724
C  -3.3158  -1.2797  1.2281
C  -2.1221  -0.8066  3.3667
C  -2.1296  1.0431  1.5763
C  -2.8263  1.3245  0.2591
C  -2.7488  1.9193  2.6536
O  -0.7455  1.3605  1.3873
S  0.8365  1.3342  3.6953
H  1.5643  0.2588  7.2148
H  1.8474  1.8550  6.4603
H  0.1764  1.2825  6.7815
H  1.5418  -1.7362  5.5184
H  1.2162  -2.2057  2.9277
H  1.2622  2.0088  -0.4899
H  3.3641  1.8444  -1.7329
H  6.3635  -1.4346  -0.3851
H  5.3885  -2.3189  -1.5891
H  6.7704  -1.3343  -2.1177
H  5.2059  1.2580  -3.1075
H  5.6705  1.8090  -1.4732
H  6.7505  0.7164  -2.3951
H  3.7684  -2.2609  -0.3814
H  1.5834  -2.1017  0.7014
H  -4.2517  -0.7146  1.3068
H  -3.1057  -1.4927  0.1779
H  -3.4670  -2.2339  1.7439
H  -3.1305  -0.6530  3.7912
H  -1.7992  -1.8341  3.5714
H  -1.4304  -0.1296  3.8777
H  -3.9157  1.2023  0.3039
H  -2.6063  2.3488  -0.0604
H  -2.4404  0.6313  -0.5004
H  -3.8229  1.6890  2.7185
H  -2.2962  1.7761  3.6430
H  -2.6424  2.9772  2.3790



| no. | E (Ha) | Kohn-Sham gap (eV) |
| --- | --- | --- |
| 1 | -7883.1090 | 9.901 |
| 2 | -2267.4083 | 2.829 |